# 1
Formula: C38H57ClIrN4SbSi3
Source: the OMol25 dataset
Level of theory: the ωB97M-V functional and the def2-TZVPD basis

Computed properties:
**Lowest unoccupied orbital energy (spin up / spin down)**: 1.843 / 1.828 eV
**Net charge**: -1
**E_HOMO (spin up / spin down)**: -0.12521 / -0.12516 Eh
**Multiplicity**: 2
**Relative energy (zero: lowest compared OMol25 entry of this formula, charge and spin)**: 0.43 kcal/mol
**Gap between HOMO and LUMO (spin up / spin down)**: 5.2 / 5.2 eV

Element x y z (Å)
Ir 0.033 -0.320 1.061
C -2.349 2.741 0.922
Sb -2.103 0.963 2.129
C 0.041 1.012 2.666
C 0.765 2.271 2.367
C 0.798 2.842 1.082
C 1.529 3.987 0.853
C 2.237 4.562 1.905
C 2.158 3.943 3.138
N 1.452 2.838 3.374
Si 0.208 0.477 4.455
C 1.959 0.091 5.040
C -0.696 -1.160 4.758
C -0.547 1.686 5.680
C -3.985 1.776 -2.592
C -2.629 2.176 -2.600
C -2.205 3.508 -2.927
C -0.886 3.861 -2.927
C 0.093 2.903 -2.624
C -0.367 1.637 -2.332
N -1.646 1.264 -2.290
Si -5.382 2.914 -2.310
C -6.576 2.191 -1.025
C -4.952 4.591 -1.543
C -6.418 3.316 -3.844
Si -4.327 -0.015 -2.694
C -5.991 -0.368 -3.536
C -3.133 -1.007 -3.780
C -4.409 -0.867 -1.002
H -2.068 3.626 1.492
H -3.413 2.799 0.684
H -1.799 2.706 -0.014
H 0.243 2.382 0.273
H 1.539 4.424 -0.138
H 2.826 5.460 1.774
H 2.693 4.352 3.991
H 2.412 -0.731 4.481
H 1.912 -0.215 6.091
H 2.614 0.959 4.967
H -0.158 -1.999 4.310
H -1.730 -1.148 4.403
H -0.728 -1.341 5.836
H -0.066 2.661 5.606
H -0.427 1.314 6.703
H -1.614 1.812 5.484
H -2.954 4.231 -3.215
H -0.601 4.876 -3.184
H 1.152 3.125 -2.630
H 0.366 0.865 -2.095
H -6.059 2.116 -0.064
H -6.946 1.195 -1.273
H -7.441 2.847 -0.892
H -4.255 4.472 -0.709
H -5.877 5.024 -1.149
H -4.519 5.317 -2.232
H -6.802 2.403 -4.306
H -5.796 3.820 -4.589
H -7.267 3.966 -3.613
H -5.930 -0.088 -4.591
H -6.840 0.163 -3.103
H -6.208 -1.440 -3.487
H -2.950 -0.462 -4.710
H -3.581 -1.973 -4.036
H -2.163 -1.179 -3.316
H -5.317 -0.558 -0.477
H -3.570 -0.524 -0.391
H -4.401 -1.962 -1.050
N -0.885 -2.352 1.721
C -1.874 -2.731 0.703
C -1.295 -2.503 -0.680
N -0.805 -1.124 -0.818
H -0.171 -3.061 1.845
H -1.328 -2.191 2.617
H -2.743 -2.092 0.847
H -2.192 -3.774 0.801
H -2.043 -2.743 -1.439
H -0.440 -3.172 -0.823
H -1.508 -0.462 -1.177
H -0.064 -1.107 -1.514
Cl 7.719 1.187 2.957
C 6.265 0.317 2.540
C 5.037 0.947 2.655
C 3.888 0.250 2.318
C 3.952 -1.069 1.875
C 2.683 -1.808 1.498
C 5.198 -1.673 1.764
C 6.360 -0.990 2.098
H 4.977 1.971 3.000
H 2.925 0.739 2.404
H 2.161 -2.135 2.402
H 2.964 -2.699 0.919
H 5.269 -2.693 1.404
H 7.329 -1.462 2.009
C 1.794 -0.906 0.672
C 2.395 -0.562 -0.643
C 2.429 -1.528 -1.653
C 2.870 -1.207 -2.931
C 3.318 0.075 -3.209
C 3.315 1.035 -2.205
C 2.846 0.726 -0.938
H 2.082 -2.535 -1.439
H 2.860 -1.961 -3.709
H 3.660 0.329 -4.205
H 3.660 2.039 -2.416
H 2.807 1.484 -0.166


# 2
Formula: C38H57KN3OSbSi2Te
Source: the OMol25 dataset
Level of theory: the ωB97M-V functional and the def2-TZVPD basis

Computed properties:
**Lowest unoccupied orbital energy**: 0.112 eV
**E_HOMO**: -0.22511 Eh
**Relative energy (zero: lowest compared OMol25 entry of this formula, charge and spin)**: 18.87 kcal/mol
**Gap between HOMO and LUMO**: 6.2 eV

Element x y z (Å)
K -1.153 0.189 0.976
C -3.739 2.795 2.331
C -4.093 3.051 0.893
C -5.215 3.816 0.574
C -5.523 4.044 -0.750
C -4.681 3.528 -1.726
C -3.578 2.778 -1.332
N -3.300 2.525 -0.045
Sb -2.249 2.201 -2.923
C -0.394 2.689 -1.921
C 0.579 3.290 -2.715
C 1.733 3.768 -2.111
C 1.851 3.680 -0.738
C 0.829 3.079 -0.006
C 0.868 3.005 1.494
N -0.254 2.559 -0.596
C -2.423 0.054 -2.787
C -2.408 -0.621 -4.002
C -2.622 -1.991 -4.008
C -2.863 -2.629 -2.808
C -2.871 -1.885 -1.631
C -3.092 -2.540 -0.300
N -2.646 -0.567 -1.621
H -3.899 3.686 2.938
H -2.697 2.492 2.422
H -4.358 1.998 2.744
H -5.828 4.226 1.367
H -6.390 4.634 -1.022
H -4.869 3.711 -2.776
H 0.432 3.379 -3.786
H 2.519 4.222 -2.704
H 2.720 4.074 -0.227
H 1.747 3.497 1.904
H 0.884 1.970 1.834
H -0.026 3.474 1.909
H -2.237 -0.079 -4.924
H -2.613 -2.549 -4.937
H -3.051 -3.695 -2.771
H -3.671 -3.458 -0.391
H -3.609 -1.861 0.377
H -2.134 -2.805 0.158
C 0.388 0.570 -5.793
Si 2.050 -0.154 -5.338
C 3.235 1.212 -4.854
C 2.749 -1.062 -6.814
C 1.808 -1.379 -3.938
Te 1.288 -0.488 -2.063
C 2.320 -1.941 -0.855
Si 4.096 -1.393 -0.572
C 4.956 -1.240 -2.228
C 5.015 -2.644 0.468
C 4.087 0.289 0.253
H 0.495 1.333 -6.570
H -0.094 1.041 -4.929
H -0.285 -0.205 -6.172
H 3.110 2.080 -5.509
H 4.271 0.872 -4.948
H 3.076 1.536 -3.822
H 2.890 -0.369 -7.648
H 2.087 -1.864 -7.152
H 3.722 -1.503 -6.577
H 2.737 -1.926 -3.757
H 1.027 -2.101 -4.185
H 2.242 -2.889 -1.392
H 1.764 -2.050 0.079
H 4.981 -2.188 -2.777
H 5.992 -0.919 -2.077
H 4.463 -0.490 -2.853
H 5.251 -3.543 -0.108
H 4.436 -2.944 1.344
H 5.957 -2.214 0.821
H 3.861 1.074 -0.473
H 5.064 0.505 0.699
H 3.344 0.340 1.057
C -3.604 -0.392 3.674
C -3.129 -1.740 4.227
C -3.045 -2.815 3.139
C -1.811 -1.634 4.967
C -1.776 -2.045 6.295
C -0.603 -2.059 7.034
C 0.560 -1.655 6.397
C 0.577 -1.227 5.076
C 1.912 -0.820 4.483
C 2.318 -1.726 3.317
C 1.944 0.655 4.079
C -0.624 -1.189 4.309
O -0.640 -0.759 3.067
H -4.466 -0.518 3.009
H -2.784 0.071 3.129
H -3.887 0.283 4.484
H -3.876 -2.073 4.952
H -2.260 -2.553 2.429
H -3.997 -2.924 2.608
H -2.785 -3.779 3.580
H -2.703 -2.374 6.757
H -0.596 -2.383 8.066
H 1.497 -1.665 6.947
H 2.656 -0.959 5.272
H 1.590 -1.636 2.506
H 2.346 -2.771 3.633
H 3.308 -1.450 2.944
H 1.156 0.829 3.350
H 2.912 0.932 3.648
H 1.754 1.297 4.942


# 3
Formula: C38H58AuGeN2O2SSi3
Source: the OMol25 dataset
Level of theory: the ωB97M-V functional and the def2-TZVPD basis

Computed properties:
**Lowest unoccupied orbital energy (spin up / spin down)**: -5.162 / -6.889 eV
**Net charge**: +2
**E_HOMO (spin up / spin down)**: -0.48716 / -0.49807 Eh
**Multiplicity**: 2
**Relative energy (zero: lowest compared OMol25 entry of this formula, charge and spin)**: 0.00 kcal/mol
**Gap between HOMO and LUMO (spin up / spin down)**: 8.1 / 6.7 eV

Element x y z (Å)
Au -0.654 1.037 -1.065
C -4.156 1.855 3.307
N -2.867 1.263 2.985
C -2.024 0.893 4.106
C -2.482 1.090 1.728
O -1.417 0.577 1.356
H -4.011 2.771 3.883
H -4.752 1.160 3.898
H -4.695 2.093 2.393
H -2.506 0.113 4.697
H -1.855 1.763 4.740
H -1.071 0.542 3.726
H -3.226 1.440 0.999
C -3.095 1.475 -3.132
Si -1.468 0.552 -3.285
C -0.253 1.287 -4.503
C -1.839 -1.193 -3.818
Ge -0.426 -1.429 -1.027
Si 1.155 -2.656 -2.431
C 2.250 -1.378 -3.233
C 2.068 -3.768 -1.235
C 0.358 -3.790 -3.693
Si -2.499 -2.408 -0.181
C -2.573 -4.113 -0.947
C -2.594 -2.564 1.679
C -3.909 -1.329 -0.782
H -3.334 1.920 -4.103
H -3.116 2.273 -2.389
H -3.889 0.767 -2.889
H -0.794 1.848 -5.270
H 0.288 0.486 -5.007
H 0.478 1.956 -4.052
H -2.576 -1.123 -4.625
H -2.285 -1.838 -3.058
H -0.962 -1.688 -4.227
H 2.635 -0.661 -2.508
H 1.708 -0.825 -4.002
H 3.102 -1.863 -3.717
H 2.456 -3.258 -0.357
H 2.900 -4.241 -1.765
H 1.408 -4.570 -0.894
H 0.224 -3.332 -4.672
H -0.602 -4.192 -3.367
H 1.034 -4.638 -3.827
H -1.698 -4.711 -0.680
H -2.637 -4.078 -2.036
H -3.456 -4.646 -0.585
H -1.830 -3.225 2.089
H -3.563 -3.018 1.909
H -2.554 -1.600 2.188
H -4.126 -1.498 -1.837
H -3.696 -0.267 -0.643
H -4.818 -1.566 -0.224
C -0.364 6.524 -3.109
C 0.024 6.651 -1.772
C -0.023 5.572 -0.926
C -0.464 4.300 -1.403
C -0.834 4.196 -2.773
C -0.792 5.287 -3.601
N -0.520 3.215 -0.612
C -0.361 3.429 0.787
C 0.748 2.915 1.441
C 0.902 3.133 2.802
C -0.051 3.848 3.513
C -1.169 4.349 2.856
C -1.326 4.144 1.494
H -0.325 7.382 -3.766
H 0.375 7.605 -1.404
H 0.307 5.673 0.098
H -1.178 3.244 -3.141
H -1.092 5.194 -4.636
H 1.503 2.380 0.875
H 1.782 2.762 3.313
H 0.085 4.032 4.570
H -1.910 4.920 3.401
H -2.185 4.544 0.968
O 0.896 -1.437 0.418
S 1.248 -0.683 1.726
C 3.017 -0.995 1.869
C 3.798 -0.145 0.908
C 4.368 -0.711 -0.225
C 5.109 0.073 -1.100
C 5.273 1.427 -0.853
C 4.708 1.998 0.281
C 3.980 1.213 1.159
C 0.631 -1.775 3.035
C 1.239 -3.143 3.064
C 0.918 -4.093 2.098
C 1.511 -5.346 2.127
C 2.424 -5.663 3.123
C 2.744 -4.723 4.092
C 2.156 -3.468 4.061
H 3.168 -2.064 1.717
H 3.251 -0.753 2.911
H 4.253 -1.772 -0.417
H 5.564 -0.378 -1.971
H 5.857 2.034 -1.532
H 4.857 3.049 0.492
H 3.576 1.652 2.065
H -0.445 -1.781 2.854
H 0.818 -1.226 3.962
H 0.209 -3.850 1.316
H 1.255 -6.082 1.376
H 2.879 -6.643 3.149
H 3.448 -4.968 4.876
H 2.403 -2.739 4.826


# 4
Formula: C38H58FN15O4
Source: the OMol25 dataset
Level of theory: the ωB97M-V functional and the def2-TZVPD basis

Computed properties:
**Lowest unoccupied orbital energy**: 0.183 eV
**E_HOMO**: -0.34379 Eh
**Gap between HOMO and LUMO**: 9.5 eV

Element x y z (Å)
C 3.034 -1.337 1.056
C 3.725 -2.520 0.394
O 3.037 -3.745 0.649
C 2.309 -4.265 -0.433
C 1.009 -4.840 0.108
O 1.352 -5.732 1.215
C 0.444 -5.433 2.198
O -0.103 -6.223 2.953
O 0.283 -4.085 2.183
C 0.221 -3.716 0.813
C -1.225 -3.570 0.377
C -1.310 -2.854 -0.961
F -1.845 -2.778 1.361
H 3.772 -0.560 1.256
H 2.590 -1.662 1.999
H 2.246 -0.922 0.424
H 4.730 -2.625 0.802
H 3.841 -2.345 -0.680
H 2.051 -3.473 -1.153
H 2.882 -5.033 -0.965
H 0.473 -5.447 -0.621
H 0.700 -2.752 0.649
H -1.760 -4.523 0.346
H -0.330 -2.677 -1.403
H -1.762 -1.880 -0.798
H -1.896 -3.437 -1.671
C 8.104 -3.277 2.687
C 7.258 -2.265 2.075
N 6.585 -1.484 1.573
H 8.792 -3.688 1.950
H 8.683 -2.847 3.502
H 7.496 -4.088 3.083
C -0.307 1.515 1.409
C -0.160 0.697 0.218
N -0.048 0.021 -0.703
H 0.332 1.140 2.199
H -0.022 2.545 1.204
H -1.339 1.500 1.758
C 2.870 3.923 3.441
C 2.968 3.076 2.265
N 3.047 2.414 1.331
H 3.517 3.560 4.236
H 3.176 4.941 3.210
H 1.853 3.944 3.814
C 0.506 -8.961 1.075
C 0.397 -9.255 -0.344
N 0.298 -9.481 -1.465
H -0.393 -9.276 1.603
H 1.353 -9.478 1.522
H 0.632 -7.898 1.260
C 0.872 0.052 -4.007
C 1.195 -1.281 -3.528
N 1.433 -2.336 -3.141
H 1.017 0.122 -5.084
H -0.164 0.300 -3.788
H 1.506 0.797 -3.529
C -0.475 2.319 6.816
C -0.009 2.248 5.442
N 0.358 2.193 4.357
H -0.016 1.540 7.422
H -0.231 3.287 7.250
H -1.555 2.201 6.850
C -4.084 2.391 4.214
C -3.758 3.260 5.332
N -3.493 3.950 6.211
H -3.224 1.786 3.929
H -4.901 1.720 4.477
H -4.380 3.011 3.367
C -3.667 0.936 -2.707
C -2.603 1.430 -3.564
N -1.775 1.820 -4.258
H -3.768 1.562 -1.823
H -4.625 0.925 -3.219
H -3.443 -0.077 -2.380
C -4.924 7.058 4.101
C -4.672 5.938 3.209
N -4.476 5.047 2.515
H -5.651 7.737 3.660
H -5.310 6.698 5.053
H -4.002 7.604 4.287
C 7.314 3.956 3.395
C 6.295 4.817 3.978
N 5.480 5.494 4.417
H 7.610 4.332 2.418
H 8.192 3.921 4.037
H 6.929 2.945 3.272
C -0.912 5.410 -4.811
C 0.133 5.902 -5.694
N 0.963 6.290 -6.384
H -0.983 6.035 -3.920
H -1.880 5.426 -5.310
H -0.715 4.385 -4.500
C -7.579 -0.785 -4.966
C -7.120 -0.018 -3.822
N -6.764 0.586 -2.913
H -6.755 -1.335 -5.416
H -8.336 -1.510 -4.675
H -7.998 -0.125 -5.725
C -6.385 -5.146 -3.415
C -7.378 -4.311 -4.071
N -8.161 -3.646 -4.582
H -5.597 -5.417 -4.114
H -5.939 -4.613 -2.577
H -6.846 -6.058 -3.041
C -1.026 9.531 -2.751
C -1.558 8.210 -2.454
N -1.982 7.168 -2.229
H 0.044 9.559 -2.558
H -1.195 9.779 -3.797
H -1.512 10.282 -2.131
C 4.258 -4.100 -4.513
C 5.670 -3.932 -4.207
N 6.783 -3.798 -3.966
H 3.913 -5.083 -4.197
H 3.656 -3.349 -4.002
H 4.084 -4.006 -5.584


Values for E_tot, eV, ordered as above
-91826.5904, -92762.5976, -142088.9855, -73601.0203
Values for max |F|, eV Å⁻¹, ordered as above
0.3, 0.8, 0.2, 2.8